Record 1
DFT (ωB97M-V/def2-TZVPD) results for a structure of composition C43H39AsCl5CsN6OS.

Last column: Mulliken charge in e.
Cartesian coordinates (Å):
Cs (0.783, 0.254, -0.696)  1.061
C (-6.903, 2.097, 1.228)  -1.899
C (-5.492, 1.952, 1.735)  0.663
C (-4.853, 2.955, 2.467)  -0.869
C (-3.549, 2.834, 2.909)  -0.261
C (-2.765, 1.667, 2.657)  0.367
N (-1.482, 1.508, 2.985)  -0.571
C (-0.921, 2.213, 4.008)  0.108
C (-1.492, 2.301, 5.296)  0.037
C (-0.828, 2.871, 6.366)  -1.118
C (0.451, 3.405, 6.225)  0.898
C (1.203, 3.990, 7.393)  -1.417
C (1.016, 3.374, 4.957)  -0.458
C (0.352, 2.813, 3.880)  -0.100
N (0.973, 2.860, 2.602)  0.912
C (0.388, 3.167, 1.421)  0.165
C (1.386, 3.211, 0.479)  -0.961
C (2.558, 2.897, 1.193)  -0.354
N (2.308, 2.699, 2.478)  -1.148
C (-3.461, 0.646, 1.952)  -0.203
C (-4.754, 0.795, 1.500)  -0.265
N (-2.819, -0.622, 1.802)  0.709
C (-2.674, -1.538, 2.778)  -0.152
C (-2.009, -2.612, 2.239)  -1.314
C (-1.754, -2.225, 0.912)  -0.233
N (-2.242, -1.018, 0.653)  -0.287
H (-7.340, 3.040, 1.565)  0.333
H (-7.551, 1.289, 1.579)  0.447
H (-6.935, 2.094, 0.133)  0.320
H (-5.395, 3.870, 2.697)  0.275
H (-3.090, 3.643, 3.465)  0.436
H (-2.473, 1.860, 5.435)  0.419
H (-1.308, 2.886, 7.341)  0.259
H (0.562, 4.053, 8.275)  0.346
H (1.566, 4.996, 7.170)  0.317
H (2.072, 3.381, 7.656)  0.278
H (2.000, 3.790, 4.779)  0.467
H (-0.679, 3.275, 1.340)  0.224
H (1.290, 3.369, -0.582)  0.565
H (3.558, 2.783, 0.807)  0.511
H (-5.205, -0.037, 0.966)  0.402
H (-3.048, -1.349, 3.770)  0.405
H (-1.722, -3.525, 2.732)  0.422
H (-1.221, -2.762, 0.142)  0.486
Cl (1.614, -3.037, 0.117)  -0.222
C (2.404, -3.693, -1.334)  0.912
C (1.727, -3.609, -2.532)  -1.334
C (2.393, -4.194, -3.589)  1.314
Cl (1.615, -4.173, -5.186)  -0.284
C (3.630, -4.824, -3.498)  -0.722
Cl (4.387, -5.573, -4.877)  -0.220
C (4.272, -4.863, -2.263)  0.783
Cl (5.818, -5.633, -2.100)  -0.241
C (3.651, -4.287, -1.159)  -0.711
Cl (4.440, -4.340, 0.390)  -0.220
C (-2.028, -3.580, -2.659)  -1.242
As (-1.760, -1.652, -2.744)  0.347
C (-3.648, -1.132, -2.918)  -1.159
C (-1.185, -1.489, -4.648)  -1.292
C (-2.111, -2.080, -5.658)  0.621
C (-1.991, -3.419, -6.038)  -0.196
C (-2.873, -3.987, -6.946)  -0.763
C (-3.898, -3.229, -7.499)  -0.407
C (-4.025, -1.895, -7.135)  -0.628
C (-3.141, -1.332, -6.225)  -0.282
H (-2.657, -3.944, -3.473)  0.497
H (-2.504, -3.815, -1.706)  0.468
H (-1.043, -4.047, -2.696)  0.129
H (-4.174, -1.682, -3.700)  0.465
H (-3.713, -0.062, -3.119)  0.173
H (-4.123, -1.325, -1.955)  0.336
H (-0.215, -1.989, -4.658)  0.289
H (-1.031, -0.423, -4.819)  0.571
H (-1.190, -4.012, -5.614)  0.402
H (-2.758, -5.027, -7.225)  0.376
H (-4.588, -3.670, -8.208)  0.359
H (-4.818, -1.292, -7.562)  0.368
H (-3.250, -0.290, -5.945)  0.375
C (-0.778, 3.975, -2.916)  -1.035
S (-1.820, 2.587, -2.470)  0.534
O (-1.332, 2.157, -1.127)  -0.432
C (-3.350, 3.477, -2.242)  0.397
C (-4.028, 3.936, -3.367)  -0.675
C (-5.227, 4.607, -3.207)  -0.633
C (-5.746, 4.799, -1.930)  -0.706
C (-5.074, 4.310, -0.821)  -0.470
C (-3.867, 3.634, -0.970)  -0.042
H (-0.794, 4.683, -2.087)  0.358
H (-1.123, 4.434, -3.842)  0.439
H (0.226, 3.562, -3.056)  0.245
H (-3.618, 3.757, -4.355)  0.400
H (-5.763, 4.970, -4.075)  0.372
H (-6.689, 5.316, -1.804)  0.387
H (-5.490, 4.433, 0.170)  0.526
H (-3.343, 3.212, -0.118)  0.108
N (3.225, 1.403, -2.128)  -0.491
C (2.600, 2.061, -2.863)  -0.366

Summary:
Frontier orbital gap, eV: 5.5
Relative energy (zero: lowest compared OMol25 entry of this formula, charge and spin), kJ/mol: 0.0
Charge: -2

=====

Record 2
DFT (ωB97M-V/def2-TZVPD) results for a structure of composition C43H39ClN2O4P2SSiZr.

Last column: Mulliken charge in e.
Cartesian coordinates (Å):
Zr (-0.364, -0.685, 0.961)  -0.495
C (-1.247, -3.395, -1.735)  -1.362
Si (0.137, -2.212, -1.296)  2.667
C (1.728, -3.193, -0.970)  0.759
C (2.080, -4.249, -1.813)  -0.722
C (3.298, -4.899, -1.685)  -0.932
C (4.202, -4.513, -0.702)  -0.863
C (3.870, -3.490, 0.168)  -0.453
C (2.645, -2.836, 0.026)  -0.431
P (2.163, -1.602, 1.239)  1.891
C (2.584, -2.292, 2.854)  0.846
C (3.274, -1.567, 3.820)  -0.438
C (3.546, -2.146, 5.051)  -0.747
C (3.132, -3.441, 5.322)  -0.591
C (2.451, -4.172, 4.355)  -0.792
C (2.177, -3.603, 3.122)  -0.640
C (3.037, -0.036, 1.081)  0.576
C (4.197, 0.153, 0.340)  -0.899
C (4.818, 1.395, 0.354)  -0.730
C (4.279, 2.442, 1.094)  -0.829
C (3.104, 2.266, 1.810)  -0.880
C (2.485, 1.027, 1.803)  -0.641
C (0.561, -1.148, -2.799)  0.129
C (0.909, -1.726, -4.021)  -0.654
C (1.309, -0.944, -5.094)  -0.887
C (1.370, 0.438, -4.969)  -0.924
C (1.011, 1.040, -3.773)  -0.691
C (0.609, 0.246, -2.701)  0.524
P (-0.116, 0.949, -1.201)  1.001
C (-1.884, 0.969, -1.633)  1.266
C (-2.733, 0.065, -1.001)  0.023
C (-4.055, -0.087, -1.392)  -1.181
C (-4.546, 0.691, -2.431)  -0.714
C (-3.711, 1.601, -3.070)  -1.138
C (-2.387, 1.734, -2.680)  -0.370
C (0.497, 2.642, -1.074)  1.014
C (-0.341, 3.729, -0.842)  -0.347
C (0.193, 5.007, -0.777)  -0.658
C (1.558, 5.205, -0.943)  -0.992
C (2.395, 4.120, -1.162)  -0.885
C (1.870, 2.839, -1.222)  -0.812
H (-0.951, -4.055, -2.556)  0.353
H (-2.130, -2.844, -2.066)  0.346
H (-1.524, -4.024, -0.886)  0.392
H (1.393, -4.583, -2.582)  0.328
H (3.544, -5.717, -2.351)  0.449
H (5.151, -5.024, -0.602)  0.464
H (4.546, -3.217, 0.970)  0.536
H (3.613, -0.557, 3.620)  0.390
H (4.091, -1.582, 5.798)  0.449
H (3.349, -3.889, 6.283)  0.434
H (2.142, -5.189, 4.560)  0.467
H (1.665, -4.183, 2.365)  0.483
H (4.619, -0.664, -0.233)  0.481
H (5.732, 1.545, -0.206)  0.444
H (4.778, 3.403, 1.111)  0.464
H (2.676, 3.084, 2.377)  0.502
H (1.601, 0.875, 2.426)  0.867
H (0.881, -2.803, -4.141)  0.327
H (1.581, -1.412, -6.032)  0.459
H (1.691, 1.046, -5.805)  0.477
H (1.042, 2.119, -3.679)  0.465
H (-2.415, -0.590, -0.183)  0.033
H (-4.689, -0.817, -0.903)  0.629
H (-5.572, 0.575, -2.756)  0.485
H (-4.089, 2.193, -3.894)  0.486
H (-1.737, 2.427, -3.202)  0.486
H (-1.401, 3.581, -0.689)  0.057
H (-0.458, 5.852, -0.598)  0.518
H (1.969, 6.206, -0.904)  0.431
H (3.459, 4.272, -1.292)  0.593
H (2.529, 1.995, -1.399)  0.728
O (-1.886, -2.933, 3.942)  -0.590
Cl (-1.325, -2.185, 2.913)  1.727
O (-0.335, -1.200, 3.323)  -0.606
O (-2.313, -1.378, 2.144)  -0.625
O (-0.675, -2.943, 1.845)  -0.529
C (-6.080, 0.408, 2.522)  -1.472
C (-5.132, 1.335, 1.838)  0.900
C (-5.494, 2.352, 0.996)  -1.056
C (-4.491, 3.140, 0.427)  0.848
N (-3.190, 2.905, 0.667)  -0.044
C (-2.850, 1.924, 1.470)  0.205
S (-1.213, 1.624, 1.969)  -0.566
N (-3.813, 1.161, 2.054)  0.340
C (-4.809, 4.281, -0.478)  -1.254
H (-7.102, 0.764, 2.428)  0.421
H (-5.836, 0.314, 3.581)  0.388
H (-6.018, -0.586, 2.071)  0.322
H (-6.539, 2.548, 0.800)  0.459
H (-3.490, 0.427, 2.676)  0.134
H (-5.868, 4.525, -0.476)  0.440
H (-4.506, 4.019, -1.497)  0.199
H (-4.225, 5.153, -0.181)  0.338

Summary:
Frontier orbital gap, eV: 7.0
Relative energy (zero: lowest compared OMol25 entry of this formula, charge and spin), kJ/mol: 0.0
Charge: +2